Record 1
# C26H35MgO2S4Sb2

A structure of composition C26H35MgO2S4Sb2 (the ωB97M-V functional and the def2-TZVPD basis, the Open Molecules 2025 dataset).

Properties
* gap between HOMO and LUMO: 5.979 eV
* energy relative to the best compared isomer or geometry (same formula, charge and spin): 2.9 kcal/mol
* electronic energy: -93491.139 eV

ORCA input file:
```
! wB97M-V def2-TZVPD RIJCOSX def2/J DEFGRID3
* xyz -1 1
Mg 2.3376 0.7649 0.2410
S 4.3265 4.2586 2.5931
Sb 4.2291 2.0069 2.3136
S 4.5582 1.5185 -0.0419
S 1.8768 1.3878 2.4504
S 5.4280 0.5090 3.5315
C 2.5312 2.1793 -3.1176
C 1.2108 2.0917 -2.3781
O 1.3816 2.1810 -0.9640
C 1.5274 3.5385 -0.4612
C 0.1811 4.0668 -0.0348
H 2.3493 2.1570 -4.1944
H 3.1870 1.3496 -2.8510
H 3.0669 3.0953 -2.8710
H 0.7350 1.1264 -2.5652
H 0.5139 2.8739 -2.6956
H 1.9952 4.1404 -1.2418
H 2.2178 3.4935 0.3825
H -0.5394 4.0950 -0.8561
H 0.3038 5.0779 0.3579
H -0.2201 3.4419 0.7642
C -4.4593 3.2088 -0.8547
C -4.3151 2.5859 0.3751
C -3.3496 1.6006 0.5549
C -2.5170 1.2347 -0.4966
C -2.6669 1.8696 -1.7306
C -3.6354 2.8456 -1.9127
Sb -0.9699 -0.2176 -0.3033
C -1.4716 -0.9261 1.6409
C -1.9746 -2.2074 1.8584
C -2.2040 -2.6581 3.1526
C -1.9312 -1.8339 4.2357
C -1.4308 -0.5576 4.0255
C -1.1992 -0.1043 2.7334
C -1.9866 -1.7704 -1.3644
C -1.2295 -2.7345 -2.0265
C -1.8459 -3.7877 -2.6938
C -3.2287 -3.8781 -2.7124
C -3.9947 -2.9163 -2.0649
C -3.3772 -1.8700 -1.3945
H -5.2089 3.9782 -0.9889
H -4.9533 2.8682 1.2034
H -3.2454 1.1229 1.5217
H -2.0276 1.6007 -2.5648
H -3.7419 3.3288 -2.8762
H -2.1851 -2.8639 1.0229
H -2.5908 -3.6572 3.3129
H -2.0997 -2.1906 5.2442
H -1.1925 0.0853 4.8631
H -0.7779 0.8845 2.5934
H -0.1460 -2.6686 -2.0262
H -1.2457 -4.5336 -3.2000
H -3.7116 -4.6948 -3.2341
H -5.0755 -2.9836 -2.0816
H -3.9819 -1.1236 -0.8928
C 2.0448 -2.2674 2.1341
C 1.8472 -2.4022 0.6407
O 2.4579 -1.3364 -0.1189
C 3.6873 -1.7376 -0.7740
C 4.7859 -2.1259 0.1897
H 1.5767 -1.3576 2.5085
H 3.0993 -2.2147 2.4027
H 1.5910 -3.1283 2.6318
H 0.7793 -2.3877 0.4083
H 2.2449 -3.3453 0.2560
H 3.9972 -0.8715 -1.3560
H 3.4380 -2.5546 -1.4608
H 4.9895 -1.3114 0.8873
H 5.6974 -2.3201 -0.3787
H 4.5368 -3.0293 0.7485
*
```

Which charges does Löwdin predict for the atoms? In e, they are: number 1, Mg, carries -0.01; number 2, S, carries -0.30; number 3, Sb, carries -0.15; number 4, S, carries -0.02; number 5, S, carries 0.00; number 6, S, carries -0.29; number 7, C, carries -0.07; number 8, C, carries -0.28; number 9, O, carries -0.36; number 10, C, carries -0.25; number 11, C, carries -0.06; number 12, H, carries 0.08; number 13, H, carries 0.06; number 14, H, carries 0.08; number 15, H, carries 0.09; number 16, H, carries 0.12; number 17, H, carries 0.12; number 18, H, carries 0.05; number 19, H, carries 0.07; number 20, H, carries 0.09; number 21, H, carries 0.07; number 22, C, carries -0.10; number 23, C, carries -0.08; number 24, C, carries -0.11; number 25, C, carries -0.38; number 26, C, carries -0.15; number 27, C, carries -0.09; number 28, Sb, carries 1.59; number 29, C, carries -0.39; number 30, C, carries -0.12; number 31, C, carries -0.09; number 32, C, carries -0.09; number 33, C, carries -0.07; number 34, C, carries -0.18; number 35, C, carries -0.39; number 36, C, carries -0.14; number 37, C, carries -0.09; number 38, C, carries -0.10; number 39, C, carries -0.09; number 40, C, carries -0.12; number 41, H, carries 0.10; number 42, H, carries 0.10; number 43, H, carries 0.09; number 44, H, carries 0.09; number 45, H, carries 0.10; number 46, H, carries 0.09; number 47, H, carries 0.10; number 48, H, carries 0.10; number 49, H, carries 0.11; number 50, H, carries 0.04; number 51, H, carries 0.09; number 52, H, carries 0.10; number 53, H, carries 0.10; number 54, H, carries 0.10; number 55, H, carries 0.10; number 56, C, carries -0.06; number 57, C, carries -0.26; number 58, O, carries -0.30; number 59, C, carries -0.27; number 60, C, carries -0.08; number 61, H, carries 0.02; number 62, H, carries 0.07; number 63, H, carries 0.09; number 64, H, carries 0.06; number 65, H, carries 0.12; number 66, H, carries 0.07; number 67, H, carries 0.12; number 68, H, carries 0.04; number 69, H, carries 0.09; number 70, H, carries 0.07


Record 2
# C26H35N2Zr

A structure of composition C26H35N2Zr in a non-equilibrium geometry (the ωB97M-V functional and the def2-TZVPD basis, the Open Molecules 2025 dataset).

Properties
* gap between HOMO and LUMO: 6.438 eV
* energy relative to the best compared isomer or geometry (same formula, charge and spin): 46.9 kcal/mol
* electronic energy: -31780.613 eV

ORCA input file:
```
! wB97M-V def2-TZVPD RIJCOSX def2/J DEFGRID3
* xyz 1 1
C 0.7524 2.3555 -0.3876
C -0.4679 2.3064 0.3683
C -1.4955 1.7698 -0.4803
C -0.9172 1.5293 -1.7748
C 0.4762 1.8606 -1.7045
Zr 0.1227 0.0091 -0.0779
C -1.1413 -3.4960 -2.2914
C 0.0227 -2.7695 -1.8994
H 0.7158 -3.2163 -1.1628
C 0.3274 -1.3940 -2.1820
H -0.2458 -0.8778 -2.9784
H 1.3855 -1.1239 -2.2901
C -1.4190 -4.4821 -1.1147
H -0.7443 -4.2476 -0.2654
H -2.3906 -4.2213 -0.6807
H -1.4269 -5.5561 -1.2285
C -2.3329 -2.5247 -2.3668
H -2.0447 -1.5811 -1.8469
H -2.7953 -2.2407 -3.3078
H -3.1362 -2.8613 -1.6983
C -0.6506 2.9234 1.7105
H 0.1980 2.6712 2.3592
H -0.7118 4.0232 1.6645
H -1.5591 2.5540 2.1938
C -2.9373 1.6342 -0.1245
H -3.0420 1.2465 0.8957
H -3.4723 2.5949 -0.1822
H -3.4429 0.9365 -0.8031
C -1.6888 1.2736 -3.0289
H -2.6829 0.8703 -2.8041
H -1.8346 2.2055 -3.6000
H -1.1847 0.5668 -3.6982
C 1.4152 1.9570 -2.8597
H 1.1505 1.2524 -3.6566
H 1.4027 2.9710 -3.2922
H 2.4491 1.7467 -2.5567
C 1.9783 3.0985 0.0260
H 2.8593 2.7705 -0.5376
H 1.8637 4.1827 -0.1428
H 2.1868 2.9584 1.0935
C -1.1249 -0.5422 2.1877
C -1.7802 -1.8550 2.0050
C -1.7084 0.2020 3.1932
C -3.1624 -1.6760 1.8611
H -1.4993 -2.8384 1.6357
C -3.1085 0.0873 3.4768
H -1.1424 0.9950 3.6952
C -3.8790 -0.8087 2.6774
H -3.7387 -2.2544 1.1136
H -3.4966 0.6154 4.3721
H -4.9997 -0.8411 2.7564
N 6.0632 -0.6015 2.1502
C 4.8037 -0.4225 1.6318
C 3.7104 -0.1031 2.4590
C 2.4440 -0.0101 1.9138
N 2.2383 -0.1909 0.5683
C 3.3051 -0.4291 -0.2586
C 4.5832 -0.5655 0.2467
H 6.2268 -0.5137 3.1551
H 6.8356 -0.8578 1.5765
H 3.8500 0.0583 3.5253
H 1.5494 0.1807 2.5209
H 3.0801 -0.5167 -1.3254
H 5.4088 -0.7877 -0.4241
*
```

Which charges does Löwdin predict for the atoms? In e, they are: number 1, C, carries -0.32; number 2, C, carries -0.32; number 3, C, carries -0.30; number 4, C, carries -0.29; number 5, C, carries -0.30; number 6, Zr, carries 1.77; number 7, C, carries -0.22; number 8, C, carries -0.22; number 9, H, carries 0.10; number 10, C, carries -0.22; number 11, H, carries 0.03; number 12, H, carries 0.02; number 13, C, carries -0.10; number 14, H, carries 0.05; number 15, H, carries 0.05; number 16, H, carries 0.06; number 17, C, carries -0.10; number 18, H, carries 0.04; number 19, H, carries 0.07; number 20, H, carries 0.06; number 21, C, carries -0.03; number 22, H, carries 0.08; number 23, H, carries 0.11; number 24, H, carries 0.07; number 25, C, carries -0.01; number 26, H, carries 0.06; number 27, H, carries 0.11; number 28, H, carries 0.08; number 29, C, carries -0.02; number 30, H, carries 0.08; number 31, H, carries 0.11; number 32, H, carries 0.07; number 33, C, carries -0.02; number 34, H, carries 0.09; number 35, H, carries 0.11; number 36, H, carries 0.08; number 37, C, carries -0.02; number 38, H, carries 0.08; number 39, H, carries 0.11; number 40, H, carries 0.08; number 41, C, carries -0.21; number 42, C, carries -0.11; number 43, C, carries -0.21; number 44, C, carries -0.15; number 45, H, carries 0.08; number 46, C, carries -0.09; number 47, H, carries 0.08; number 48, C, carries -0.11; number 49, H, carries 0.11; number 50, H, carries 0.11; number 51, H, carries 0.12; number 52, N, carries 0.16; number 53, C, carries -0.27; number 54, C, carries 0.01; number 55, C, carries -0.10; number 56, N, carries -0.13; number 57, C, carries -0.09; number 58, C, carries 0.01; number 59, H, carries 0.13; number 60, H, carries 0.11; number 61, H, carries 0.13; number 62, H, carries 0.10; number 63, H, carries 0.11; number 64, H, carries 0.13


Record 3
# C26H35N4O5S3Ti

A structure of composition C26H35N4O5S3Ti in a non-equilibrium geometry (the ωB97M-V functional and the def2-TZVPD basis, the Open Molecules 2025 dataset).

Properties
* gap between HOMO and LUMO (spin up / spin down): 7.376 / 7.869 eV
* energy relative to the best compared isomer or geometry (same formula, charge and spin): 0.0 kcal/mol
* electronic energy: -99333.608 eV
* ⟨S²⟩: 0.754

ORCA input file:
```
! wB97M-V def2-TZVPD RIJCOSX def2/J DEFGRID3
* xyz 2 2
Ti 0.4223 -0.9526 1.0482
C 2.0436 0.7607 3.2087
C 0.5939 1.1698 3.3726
O -0.2887 0.0796 2.8931
C -0.9241 -0.6169 3.9752
C -1.3444 -2.0109 3.4109
O -0.2403 -2.4997 2.6146
C 0.6910 -3.2563 3.3628
C 1.9906 -3.2795 2.5413
O 2.1375 -1.9579 2.0732
C 3.4501 -1.5714 1.8453
C 3.5072 -0.0971 1.4671
O 2.2037 0.4651 1.8220
H 2.3124 -0.0481 3.8828
H 2.7417 1.5399 3.4798
H 0.3172 2.0834 2.8166
H 0.4448 1.2759 4.4352
H -1.7316 -0.0792 4.3195
H -0.2515 -0.7522 4.8447
H -2.1666 -2.0075 2.6985
H -1.4742 -2.7163 4.2325
H 0.3155 -4.3018 3.4105
H 0.8553 -2.8328 4.3832
H 2.0176 -3.8340 1.6392
H 2.9082 -3.5410 3.0942
H 3.8576 -2.1965 1.0680
H 3.9626 -1.7441 2.8093
H 3.4899 -0.0526 0.3434
H 4.3210 0.4133 1.9203
N 0.1303 0.8786 0.2703
S 0.1873 1.0531 -1.3896
C -1.2977 1.7910 -1.9693
C -2.3376 2.3779 -1.2550
C -3.4578 2.8986 -1.8318
C -3.5393 2.9398 -3.2002
C -2.4460 2.4905 -3.9534
C -1.3172 1.8653 -3.3758
C 1.3463 2.3226 -1.6762
C 2.5709 1.8653 -2.2590
C 3.5764 2.8474 -2.4971
C 3.3738 4.1240 -2.1535
C 2.1728 4.5480 -1.7432
C 1.0979 3.5968 -1.5083
H 0.2781 1.8448 0.6743
H -2.3629 2.2692 -0.1725
H -4.2876 3.2502 -1.2195
H -4.3918 3.4134 -3.7430
H -2.4437 2.6248 -5.0375
H -0.4981 1.4919 -3.9765
H 2.7166 0.8102 -2.2873
H 4.5265 2.5805 -2.9671
H 4.0517 4.8817 -2.4389
H 1.8716 5.5854 -1.7222
H 0.1780 4.0470 -1.3915
N -4.8557 0.0958 -0.4864
C -3.9354 -0.9162 -0.3292
C -2.6625 -0.6020 0.1619
N -1.7781 -1.5304 0.4557
C -2.0984 -2.8078 0.1884
C -3.3755 -3.0986 -0.2251
N -4.3008 -2.1787 -0.4566
H -4.5627 1.0534 -0.2409
H -5.8575 -0.0489 -0.4424
H -2.5587 0.4290 0.4803
H -1.3313 -3.5408 0.3297
H -3.7368 -4.0761 -0.4703
C 0.9305 -2.4501 -4.6890
O 1.2948 -2.2702 -3.3456
C 0.3994 -2.1470 -2.4182
S -1.1889 -2.0892 -2.6806
S 1.2509 -2.2122 -0.8088
H 1.8282 -2.4976 -5.2607
H 0.4065 -1.5860 -5.1311
H 0.2713 -3.3637 -4.8199
*
```

Which charges does Löwdin predict for the atoms? In e, they are: number 1, Ti, carries 0.85; number 2, C, carries -0.14; number 3, C, carries -0.08; number 4, O, carries -0.24; number 5, C, carries -0.10; number 6, C, carries -0.08; number 7, O, carries -0.26; number 8, C, carries -0.11; number 9, C, carries -0.11; number 10, O, carries -0.32; number 11, C, carries -0.18; number 12, C, carries -0.07; number 13, O, carries -0.24; number 14, H, carries 0.14; number 15, H, carries 0.15; number 16, H, carries 0.14; number 17, H, carries 0.13; number 18, H, carries 0.12; number 19, H, carries 0.15; number 20, H, carries 0.12; number 21, H, carries 0.15; number 22, H, carries 0.16; number 23, H, carries 0.16; number 24, H, carries 0.12; number 25, H, carries 0.15; number 26, H, carries 0.14; number 27, H, carries 0.15; number 28, H, carries 0.14; number 29, H, carries 0.13; number 30, N, carries -0.36; number 31, S, carries 1.08; number 32, C, carries -0.40; number 33, C, carries -0.12; number 34, C, carries -0.09; number 35, C, carries -0.04; number 36, C, carries -0.03; number 37, C, carries -0.05; number 38, C, carries -0.44; number 39, C, carries -0.02; number 40, C, carries -0.04; number 41, C, carries -0.10; number 42, C, carries -0.01; number 43, C, carries -0.06; number 44, H, carries 0.07; number 45, H, carries 0.10; number 46, H, carries 0.12; number 47, H, carries 0.14; number 48, H, carries 0.12; number 49, H, carries 0.12; number 50, H, carries 0.09; number 51, H, carries 0.13; number 52, H, carries 0.12; number 53, H, carries 0.12; number 54, H, carries 0.10; number 55, N, carries 0.16; number 56, C, carries -0.35; number 57, C, carries -0.10; number 58, N, carries -0.04; number 59, C, carries -0.19; number 60, C, carries -0.10; number 61, N, carries 0.16; number 62, H, carries 0.09; number 63, H, carries 0.12; number 64, H, carries 0.09; number 65, H, carries 0.11; number 66, H, carries 0.12; number 67, C, carries -0.10; number 68, O, carries -0.22; number 69, C, carries -1.22; number 70, S, carries 0.80; number 71, S, carries 0.65; number 72, H, carries 0.09; number 73, H, carries 0.09; number 74, H, carries 0.12


The highest electronic energy belongs to which entry?
C26H35N2Zr